[1]
DFT (wB97M-V/def2-TZVPD) results for C39H40MgN10O6 as an isolated structure at a distorted geometry.

```
! RIJCOSX wB97M-V def2-TZVPD def2/J DEFGRID3
* xyz 0 1
Mg 0.1222 -0.1211 -2.6416
O -0.3674 3.7719 -2.0995
O 0.4852 1.8115 -2.3312
O -0.9061 -0.3514 0.9840
O 0.5469 -0.6750 -0.5974
O -1.3704 0.1201 -1.1022
O 1.6841 3.4225 -1.5521
N 1.9669 -0.3357 -3.4952
N 0.7337 -1.5761 5.5463
N -5.7553 2.1559 3.7177
N 0.0274 -3.0596 1.6417
N 3.7217 -0.1085 2.3320
N -0.5991 -0.3189 -0.1934
N 0.5987 3.0308 -1.9596
N 0.7266 4.5208 2.8257
N -1.1490 0.4042 -4.1992
N -0.3656 -2.1278 -2.8289
C -1.5038 4.0678 3.5582
C 2.5310 1.3068 0.8258
C 0.8673 -3.7222 2.4924
C 4.5966 -0.6074 -4.3108
C -0.0328 0.2015 4.1415
C 0.1647 -5.1306 0.8798
C 1.9969 0.4525 5.3545
C -0.7096 3.1277 1.5128
C 4.8157 0.6097 2.1027
C -3.9500 0.3643 2.5484
C 0.4943 3.7824 1.7438
C 4.8589 1.6622 1.2078
C 0.4724 -3.1683 -2.7615
C 3.6162 -0.2201 -5.2093
C -1.9777 1.4224 -4.0112
C -1.1558 -0.1541 -5.4115
C 3.6922 2.0100 0.5427
C 1.0439 0.9985 4.5092
C 0.0759 -4.4876 -2.8201
C -2.1609 -3.6951 -3.0383
C -4.9120 1.0208 1.7959
C -1.7373 3.3164 2.4127
C -2.8552 1.2927 -6.2200
C 0.9705 -5.0154 2.0457
C -4.8008 1.5683 4.4400
C 1.7838 -0.8246 5.8378
C -5.8066 1.8814 2.4255
C -2.0186 0.2037 -6.4262
C 2.5886 0.2794 1.7464
C 2.9248 -0.6686 -2.6239
C -1.6580 -2.4104 -2.9575
C -0.2622 4.6575 3.7082
C -3.8710 0.7098 3.8924
C 4.2343 -0.8690 -2.9974
C -0.1376 -1.0712 4.6727
C -2.8220 1.9186 -4.9841
C 2.3173 -0.1319 -4.7585
C -0.4200 -3.9066 0.6704
C -1.2722 -4.7580 -2.9788
H 5.6403 -0.6708 -4.5917
H 4.9671 -1.1909 -2.2711
H 1.5363 0.1278 -5.4625
H 1.5524 -5.8105 2.4812
H -2.3292 4.1760 4.2505
H -0.8663 2.5994 0.5789
H -4.9515 0.8122 0.7319
H -4.7060 1.9137 5.4628
H 2.6270 -0.7759 -1.5861
H -2.7117 2.8977 2.1926
H 5.7686 2.2274 1.0496
H -0.0282 -6.0339 0.3237
H 5.7118 0.3018 2.6335
H -3.1907 -0.2518 2.0862
H -0.1778 -2.0749 1.7165
H -0.9714 -1.7189 4.4123
H 2.8453 1.0488 5.6604
H -0.0091 5.2834 4.5575
H -3.5344 1.6306 -6.9924
H 2.5062 -1.2712 6.5150
H 1.0723 2.0075 4.1225
H -1.0921 -3.5785 -0.1063
H 3.7156 2.7661 -0.2310
H -1.6586 -5.7612 -3.1116
H -3.2275 -3.8096 -3.1672
H -1.9585 1.8799 -3.0277
H 1.2935 3.7593 1.0144
H -2.3318 -1.5666 -2.8600
H 1.6192 1.5782 0.3150
H -2.0685 -0.3783 -7.3351
H -0.5530 -1.0452 -5.5711
H -0.7365 0.5649 3.4028
H 3.8893 0.0723 -6.2131
H -3.5048 2.7198 -4.7436
H 0.7915 -5.2925 -2.7401
H 1.7329 -0.3422 1.9824
H -6.6200 2.3191 1.8564
H -3.0169 0.3696 4.4674
H 1.3794 -3.1757 3.2670
H 1.5138 -2.8837 -2.6753
*
```

## Properties
**LUMO**: -0.33 eV
**Largest force on an atom**: 0.031 hartree/bohr
**DFT total energy**: -73719.66681 eV

Here are the Löwdin charges for atoms 1 to 6, given in e: Mg 0.51; O 0.03; O -0.14; O 0.03; O -0.06; O -0.05



[2]
DFT (wB97M-V/def2-TZVPD) results for C13H23O as an isolated structure at a distorted geometry.

```
! RIJCOSX wB97M-V def2-TZVPD def2/J DEFGRID3
* xyz 1 1
O 1.5401 1.4157 -0.6548
C -1.6987 -1.6387 -2.4006
C -1.2233 1.4521 1.9242
C 2.4910 2.3557 1.4018
C -0.2306 -1.2042 -2.0213
C -0.1541 -0.1608 0.5059
C -0.9504 -0.0585 1.7254
C 0.6907 0.8692 0.0951
C 0.6644 -2.4835 -1.7682
C -0.0585 -0.4492 2.9139
C 0.2500 -0.4060 -3.3385
C 2.2550 2.4963 -0.0506
C -0.2409 -0.6445 -0.7274
C -2.2881 -0.7597 1.4968
H 0.9120 -2.8635 -2.7662
H -2.8880 -0.4619 0.5164
H -1.4362 1.9450 1.0140
H 3.2891 2.5296 -0.5549
H 1.3856 -0.2761 -3.1742
H 0.1743 -0.9977 -4.2876
H 1.6096 -2.1472 -1.3720
H -2.0818 1.6126 2.4703
H 1.6084 3.3258 -0.1369
H -0.3729 0.4365 -3.4391
H 0.7990 0.1033 3.0341
H -0.3480 1.9091 2.4453
H 0.3442 -1.5521 2.8455
H -2.1752 -2.2514 -1.5679
H 1.4912 2.3712 1.8201
H -2.1876 -1.8588 1.2893
H 2.9162 1.4248 1.6079
H -2.3101 -0.7228 -2.4159
H 3.1626 3.1331 1.6559
H -1.6272 -2.1847 -3.3943
H 0.1046 -3.1006 -1.0468
H -2.8093 -0.6376 2.4241
H -0.6070 -0.5204 3.9313
*
```

## Properties
**LUMO (spin up / spin down)**: -4.23 / -4.23 eV
**Largest force on an atom**: 0.115 hartree/bohr
**Energy relative to the best compared isomer or geometry (same formula, charge and spin)**: 0.0 kcal per mole
**DFT total energy**: -15888.26046 eV

Here are the Löwdin charges for atoms 1 to 6, given in e: O 0.07; C -0.03; C -0.02; C -0.05; C -0.54; C -0.18



[3]
DFT (wB97M-V/def2-TZVPD) results for a 9-piece molecular cluster, C21H56O15P2S8 overall at a distorted geometry.

```
! RIJCOSX wB97M-V def2-TZVPD def2/J DEFGRID3
* xyz 0 1
S 1.1291 7.8338 -5.8847
S 11.3823 0.2447 0.2370
S -8.4949 -8.6279 2.1918
S -3.4074 -3.6348 3.7550
S -3.8006 -8.2893 1.3893
S -1.6129 1.3241 2.9058
S 6.9503 1.8971 -3.2369
S -6.1766 2.5003 0.5275
P -0.8062 3.1926 -1.4832
P 2.9532 3.9819 -1.8147
O 1.0349 7.7297 -2.2042
O 3.0949 4.8126 -0.6285
O 10.0666 -0.1856 -0.3055
O 6.4269 2.5698 -2.0044
O -7.5103 -9.2272 1.2510
O -3.3540 -3.0615 5.1282
O -4.4721 -7.6558 2.5624
O 1.7659 5.7793 -3.1448
O -0.5824 0.7785 1.9798
O 4.1905 4.1730 -2.7748
O 0.4600 5.6832 -1.3416
O -1.9439 3.7485 -0.7227
O 0.1231 6.8609 -6.3897
O 2.8743 2.4263 -1.4041
O -5.9101 1.0499 0.3299
C 1.4836 4.4119 -2.8710
C 0.1501 4.5900 -2.1871
C 11.3568 -0.0906 2.0015
C -9.1349 -9.9675 3.2044
C -4.5084 -9.9211 1.1906
C -5.1257 -4.0176 3.4001
C -2.1825 -8.8453 1.9451
C -0.7413 2.1158 4.2635
C 1.0909 6.5365 -2.2188
C 1.2890 2.2204 -3.9920
C 2.4635 7.8881 -7.0891
C -4.6116 3.2826 0.9170
C -2.8670 -5.3397 3.8614
C 1.5420 3.5038 -4.0443
C -2.2539 -0.0513 3.8628
C 8.5403 1.2010 -2.7977
C 6.0837 0.3330 -3.3865
C -7.5514 -7.8332 3.4957
C 11.3291 2.0353 0.3865
C 0.5025 9.4810 -6.2357
C -6.8968 2.6814 2.1671
H -5.6717 -3.0791 3.3283
H -3.0122 -5.8246 2.8991
H 1.7954 3.9430 -4.9888
H 1.2113 1.6410 -3.0893
H -2.9244 0.3239 4.6355
H 4.9551 3.7319 -2.3694
H -0.0375 2.3889 -0.6171
H -1.5779 -7.9684 2.1687
H 3.7622 2.1787 -1.1236
H -1.4599 2.4233 5.0231
H 11.3422 -1.1694 2.1383
H 1.1313 1.6955 -4.9096
H -4.1285 2.7480 1.7355
H 2.9729 6.9272 -7.0694
H 3.1635 8.6776 -6.8166
H -7.0256 -6.9859 3.0626
H 2.0544 8.0676 -8.0837
H 9.2291 2.0222 -2.6134
H -0.0139 1.4226 4.6861
H -3.9755 3.2464 0.0362
H 12.2272 2.3823 0.8969
H 1.2671 10.2176 -5.9901
H 8.9082 0.5957 -3.6256
H -3.9574 -10.4657 0.4227
H -3.4346 -5.8612 4.6304
H -6.8266 -8.5349 3.9063
H 0.2266 9.5536 -7.2880
H 6.5250 -0.2459 -4.1970
H -4.7859 4.3231 1.1926
H -4.4641 -10.4557 2.1401
H -5.5378 -4.6250 4.2060
H -5.5472 -9.7944 0.8853
H -8.2345 -7.4874 4.2725
H -5.1872 -4.5523 2.4522
H -6.2615 2.1860 2.9017
H 10.4376 2.3313 0.9393
H -8.3063 -10.5286 3.6365
H -0.4866 5.0268 -2.9591
H -2.8062 -0.7031 3.1902
H 12.2541 0.3235 2.4609
H -9.7269 -10.6198 2.5662
H -1.7089 -9.4211 1.1507
H -1.4317 -0.6056 4.3142
H 11.2954 2.4565 -0.6159
H 8.4490 0.5950 -1.8973
H -0.3744 9.6453 -5.6138
H -1.8090 -5.3465 4.1207
H 5.0410 0.5456 -3.6161
H -0.2292 2.9912 3.8698
H -1.3236 2.4626 -2.5706
H -9.7664 -9.5547 3.9906
H -7.8803 2.2159 2.1592
H -2.2928 -9.4537 2.8428
H 10.4636 0.3485 2.4454
H -6.9962 3.7409 2.4027
H 6.1513 -0.2148 -2.4466
*
```

## Properties
**LUMO**: 0.38 eV
**Largest force on an atom**: 0.039 hartree/bohr
**DFT total energy**: -158652.20706 eV

Here are the Löwdin charges for atoms 1 to 6, given in e: S 0.80; S 0.81; S 0.83; S 0.79; S 0.82; S 0.79



[4]
DFT (wB97M-V/def2-TZVPD) results for C22H25I2N8ReS3 as an isolated structure.

```
! RIJCOSX wB97M-V def2-TZVPD def2/J DEFGRID3
* xyz 3 4
Re 1.2220 -1.5274 0.3132
I -0.0729 -4.0847 0.3674
I 3.0921 -3.3969 -0.5917
S 2.6471 -1.4162 2.3249
S 2.4551 0.3226 -0.5463
S -0.3453 -0.6042 1.8330
N 5.1413 -0.8812 2.9046
N 0.8262 2.3185 0.2216
N 4.7876 -1.3600 0.6576
N -1.4909 -0.5718 -0.6395
N -3.1916 0.0793 2.2860
N -2.8860 -0.0557 1.0152
N -0.3740 -0.9968 -1.0480
N 1.0239 1.9985 -2.0387
C 1.3162 1.6465 -0.8019
C 0.9540 -1.6672 -4.4449
C 6.4622 -0.6970 2.7309
C -1.3615 -1.0284 -4.6329
C -4.6547 0.5084 4.1015
C -0.3202 -1.1363 -2.4742
C -0.1611 -1.4101 -5.2287
C -5.9107 0.8045 4.5683
C 6.9860 -0.8295 1.4713
C 0.3217 4.1811 -1.2526
C -4.4500 0.3993 2.7073
C -1.6492 -0.4097 0.7245
C 6.0905 -1.1732 0.4614
C 0.1745 3.1538 -2.3612
C -1.4513 -0.8935 -3.2621
C -0.0011 3.5267 0.0795
C 1.5234 -4.8116 -0.8404
C -6.9591 0.9925 3.6618
C -6.7484 0.8903 2.2789
C 4.2987 -1.2064 1.8835
C -5.5025 0.5967 1.7868
C 0.8777 -1.5282 -3.0679
H -6.0902 0.8907 5.6302
H -1.0552 3.2474 0.1409
H -0.3369 5.0293 -1.4279
H 1.4799 1.4838 -2.7778
H 1.8319 -5.7894 -0.4852
H 0.2283 4.1848 0.9156
H 6.4413 -1.3112 -0.5548
H 0.4856 3.5421 -3.3283
H 1.7588 -1.7029 -2.4715
H 4.7444 -0.7909 3.8356
H -7.9488 1.2200 4.0331
H -0.8596 2.8115 -2.4469
H -2.4798 -0.0825 3.0030
H 7.0383 -0.4504 3.6123
H 8.0383 -0.6872 1.2812
H -7.5741 1.0420 1.5989
H -3.8296 0.3580 4.7864
H -2.2342 -0.8475 -5.2440
H -0.0997 -1.5066 -6.3039
H -5.3154 0.5120 0.7278
H 1.3479 4.5533 -1.2352
H 1.0698 1.9802 1.1406
H 1.8839 -1.9708 -4.9045
H 1.1925 -4.8285 -1.8732
H -2.3871 -0.6197 -2.8003
*
```

## Properties
**LUMO (spin up / spin down)**: -8.96 / -10.55 eV
**Largest force on an atom**: 0.013 hartree/bohr
**Expectation value of S²**: 3.856
**Energy relative to the best compared isomer or geometry (same formula, charge and spin)**: 0.0 kcal per mole
**DFT total energy**: -85952.95270 eV

Here are the Löwdin charges for atoms 1 to 6, given in e: Re 0.21; I 1.01; I 1.09; S 0.56; S 0.63; S 0.59